{"formula": "C5H5NO2", "method": "wB97M-V/def2-TZVPD", "elements": ["C", "C", "C", "C", "C", "N", "O", "O", "H", "H", "H", "H", "H"], "xyz": [[-0.097, -0.762, 0.872], [-0.969, 0.423, 0.666], [-0.975, 0.981, -0.577], [0.783, -0.872, -0.191], [0.184, 1.150, -1.540], [0.396, -0.194, -1.322], [-1.831, 0.932, 1.631], [1.737, -1.768, -0.332], [-0.056, -1.432, 1.768], [-0.176, 1.307, -2.518], [0.965, 1.870, -1.299], [-2.041, 0.454, 2.399], [2.080, -2.087, 0.446]], "forces_ev_per_a": [[0.137, 0.470, 0.882], [-0.306, -1.432, 1.548], [1.931, -1.829, -0.719], [-2.818, 1.039, 0.198], [0.026, 1.681, 0.747], [-0.978, -0.940, 1.090], [1.027, 1.472, -2.901], [-0.018, 0.780, -3.497], [-0.101, 0.993, -0.722], [-0.225, 0.271, -1.131], [0.156, 0.203, 0.289], [0.274, -1.634, 1.177], [0.894, -1.075, 3.039]], "nbo_charge": [-0.486, 0.279, 0.036, 0.526, -0.216, -0.410, -0.677, -0.637, 0.213, 0.211, 0.177, 0.495, 0.490], "multiplicity": 1, "total_energy_ha": -398.57340, "relative_energy_kj_mol": 538.43}